(1)
Formula: C43H52BaF24N4O11S2
Source: the Open Molecules 2025 dataset
Level of theory: the ωB97M-V functional and the def2-TZVPD basis

Results
frontier orbital gap	7.15	eV
LUMO level	-0.39	eV
net charge	0
DFT total energy	-161501.826	eV
maximum force	2.41	eV/Å
HOMO	-0.277	Ha

CARTESIAN COORDINATES (ANGSTROEM)
Ba 1.61811 -1.40482 -2.94745
O 1.47293 -0.92895 -0.22793
C 0.28363 -0.26281 0.09531
C -0.42386 0.65841 -0.97259
O -0.49068 0.23571 -2.31705
H 0.38828 0.37036 1.00709
H -0.42496 -1.06254 0.41001
H 0.09303 1.64691 -0.92966
H -1.46291 0.84166 -0.64933
O -0.03783 -3.46353 -1.72295
S -0.28109 -4.45206 -0.71735
O -1.58234 -4.72389 -0.20663
O 0.33203 -5.79935 -1.34908
C 0.32089 -6.95053 -0.48232
C 0.39554 -8.17489 -1.37040
C 0.83622 -4.11122 0.63272
H -0.67247 -7.01515 -0.02817
H 1.06868 -6.90079 0.30585
H -0.40858 -8.14665 -2.09782
H 0.23061 -9.05958 -0.74330
H 1.37278 -8.37212 -1.81016
H 0.57073 -4.73978 1.47811
H 0.74035 -3.05816 0.90952
H 1.86895 -4.24116 0.31680
O 0.03272 0.55176 -7.53302
S -0.03955 0.74067 -6.12692
O 0.79122 -0.05970 -5.26591
O 0.28050 2.26516 -5.82903
C 0.41845 2.65216 -4.44782
C -0.46515 3.83813 -4.13348
C -1.69772 0.68745 -5.48108
H 1.45736 2.92819 -4.32093
H 0.16070 1.81475 -3.78823
H -1.50360 3.55388 -3.96952
H -0.40640 4.56083 -4.95158
H -0.09803 4.37597 -3.25819
H -2.12602 -0.28785 -5.72059
H -2.26708 1.42713 -6.03557
H -1.66014 0.79700 -4.40207
N -0.15989 -4.03704 4.84555
C 0.42199 -2.87044 5.05149
C 0.18112 -1.73239 4.28742
C -0.81194 -1.81587 3.33317
C -1.43425 -3.03185 3.09537
C -1.05542 -4.11385 3.86338
H 1.09075 -2.79743 5.90374
H 0.75047 -0.81951 4.39889
H -0.97842 -0.98114 2.66064
H -2.14195 -3.12357 2.28013
H -1.52503 -5.07946 3.70985
N 3.38789 0.81010 -3.34046
C 2.95235 1.78135 -2.50836
C 3.35966 3.08533 -2.62651
C 4.24144 3.43865 -3.63871
C 4.77199 2.44158 -4.43095
C 4.28256 1.15754 -4.25414
H 2.16083 1.47977 -1.82463
H 3.03187 3.86856 -1.95379
H 4.66468 4.43556 -3.66075
H 5.58036 2.62035 -5.12491
H 4.67000 0.30540 -4.80476
N 4.39826 -1.86113 -2.23185
C 5.27157 -2.66817 -2.85305
C 6.60597 -2.77002 -2.52897
C 7.07750 -1.99410 -1.48697
C 6.21227 -1.15513 -0.80695
C 4.88681 -1.15932 -1.21487
H 4.89404 -3.17225 -3.73792
H 7.27073 -3.40894 -3.09198
H 8.13042 -1.93812 -1.22860
H 6.54141 -0.57845 0.03840
H 4.12597 -0.55740 -0.71652
N -4.55828 -2.86973 -1.87098
C -3.71521 -2.15748 -1.13557
C -4.09935 -1.45461 -0.00836
C -5.41774 -1.53123 0.39435
C -6.31527 -2.30227 -0.32777
C -5.83609 -2.86207 -1.50094
H -2.66832 -2.15933 -1.39697
H -3.34490 -0.96689 0.59359
H -5.78080 -1.01290 1.27774
H -7.36148 -2.29203 -0.06007
H -6.49250 -3.39524 -2.18473
C 3.21652 0.01768 2.26543
C 4.14841 -1.08277 2.70953
C 3.68397 -2.38909 2.09795
F 4.68025 -3.33794 2.11508
F 2.59334 -2.88867 2.68686
F 5.42123 -0.80655 2.26136
F 4.22967 -1.14902 4.06499
O 3.46196 1.22655 2.95005
C 2.40669 2.05109 3.18551
C 1.68067 2.51705 1.92889
F 0.51987 3.10889 2.27452
F 2.46512 3.37899 1.18764
F 1.50715 1.42286 3.97597
F 2.95499 3.08267 3.84260
H 2.19622 -0.36162 2.43360
H 3.26519 0.22115 1.19396
H 3.46478 -2.22786 1.03661
H 1.52197 1.63139 1.29121
C -3.83808 4.52000 -0.81875
C -2.49111 5.20991 -0.68434
C -1.37863 4.22401 -0.36680
F -0.14022 4.80261 -0.31982
F -1.66178 3.62021 0.82699
F -2.18553 5.83528 -1.88599
F -2.63192 6.18332 0.26775
O -3.80076 3.59033 -1.88224
C -4.40389 2.40207 -1.71396
C -3.93924 1.58163 -2.90598
F -4.31774 0.27985 -2.90850
F -4.45913 2.02316 -4.08344
F -4.00128 1.83337 -0.57659
F -5.74892 2.52391 -1.65499
H -4.57090 5.31147 -1.01043
H -4.15442 4.03781 0.10997
H -1.36140 3.42770 -1.12453
H -2.84433 1.62558 -2.94851
C -1.59762 3.29365 4.51970
C -1.83812 4.09224 5.78437
C -2.11947 3.15454 6.95316
F -1.15838 2.16782 6.99717
F -2.18197 3.78485 8.16485
F -0.82437 4.94173 5.96618
F -2.99113 4.79707 5.58782
O -2.62673 2.34742 4.30363
C -2.29871 1.07959 3.91732
C -3.61783 0.34293 3.75034
F -3.33201 -0.89946 3.29693
F -4.27674 0.26704 4.89874
F -1.63892 1.12678 2.74574
F -1.54671 0.48211 4.86223
H -0.63873 2.76050 4.53516
H -1.46535 3.87081 3.60165
H -3.07003 2.62949 6.81496
H -4.21735 0.82847 2.97653



(2)
Formula: C43H53BN8O2S3W
Source: the Open Molecules 2025 dataset
Level of theory: the ωB97M-V functional and the def2-TZVPD basis

Results
frontier orbital gap	6.14	eV
LUMO level	-6.46	eV
net charge	+2
DFT total energy	-96464.561	eV
maximum force	5.25	eV/Å
relative energy (zero: lowest compared OMol25 entry of this formula, charge and spin)	2.228	eV
HOMO	-0.463	Ha

CARTESIAN COORDINATES (ANGSTROEM)
W -0.25211 1.69243 2.22141
C 4.28471 -1.56716 1.13529
C 3.26358 -0.96351 0.24090
C 3.50272 -0.70916 -1.08221
C 2.50617 -0.07705 -1.86262
N 1.32594 0.17212 -1.36309
N 1.03920 -0.12496 -0.10915
B -0.40648 0.03004 0.40914
N -0.76740 -1.36471 1.06610
N -0.45708 -2.33502 0.21892
C -0.54953 -3.59189 0.54946
C -1.05363 -3.95874 1.81854
C -1.39640 -2.97766 2.71253
C -1.85697 -3.24874 4.09455
C -1.21169 -1.62085 2.31515
S -1.43119 -0.37554 3.46491
C -0.04109 -4.59058 -0.46034
C 1.07959 -5.41465 0.18900
C 0.53744 -3.84435 -1.66284
C -1.18688 -5.49703 -0.92617
N -1.46925 0.21816 -0.73363
N -1.26197 -0.19295 -1.98421
C -2.20700 -0.08360 -2.88311
C -3.46276 0.49314 -2.56917
C -3.73669 0.84629 -1.27818
C -5.05607 1.35993 -0.82583
C -2.68471 0.67896 -0.34636
S -2.97216 1.05325 1.29356
C -2.03329 -0.56727 -4.30784
C -3.24152 -1.44221 -4.68044
C -0.77218 -1.39483 -4.51573
C -1.96619 0.68029 -5.20290
C 1.98790 -0.60193 0.75183
S 1.66884 -0.67987 2.41986
C 2.75875 0.22747 -3.31713
C 4.14650 0.84360 -3.53374
C 1.70524 1.20411 -3.84231
C 2.70243 -1.13294 -4.03628
H 5.25506 -1.58693 0.64858
H 4.35300 -1.01389 2.07023
H 4.00228 -2.58720 1.39634
H 4.45535 -0.95932 -1.51543
H -1.14292 -4.99730 2.09062
H -1.97255 -4.31098 4.27285
H -1.13154 -2.83882 4.79657
H -2.79777 -2.74018 4.29328
H 1.85116 -4.75432 0.58070
H 0.71810 -6.04234 0.99826
H 1.53113 -6.05605 -0.56286
H 1.38129 -3.23101 -1.35762
H 0.87285 -4.55284 -2.41424
H -0.21544 -3.19426 -2.09597
H -1.63113 -6.05127 -0.10413
H -1.96480 -4.90861 -1.40690
H -0.80913 -6.21301 -1.65105
H -4.20854 0.62245 -3.33253
H -5.79861 1.26272 -1.61213
H -5.37778 0.80470 0.05368
H -4.98699 2.40687 -0.53152
H -3.34525 -2.25605 -3.96631
H -4.17607 -0.89135 -4.72128
H -3.08214 -1.87450 -5.66321
H -0.66920 -2.13964 -3.73543
H -0.83097 -1.90507 -5.47210
H 0.10073 -0.76028 -4.52405
H -2.87408 1.27388 -5.14681
H -1.12696 1.30474 -4.90820
H -1.82248 0.38032 -6.23637
H 4.28430 1.72536 -2.91252
H 4.94638 0.13979 -3.32521
H 4.23987 1.14174 -4.57426
H 1.91254 2.20369 -3.46820
H 1.73102 1.23526 -4.92787
H 0.71723 0.91711 -3.50114
H 3.55652 -1.74567 -3.75961
H 1.80280 -1.68035 -3.77821
H 2.72970 -0.98825 -5.11163
O 0.38158 1.72516 3.98867
C -0.19044 1.63149 5.19450
C 0.47437 1.05853 6.27305
C -0.17049 0.91018 7.48748
C -1.48871 1.33130 7.65215
C -2.15180 1.93480 6.61049
C -1.52455 2.11392 5.36119
C -2.15991 2.85664 4.33497
N -1.72153 2.94813 3.08546
C -2.32624 4.03511 2.30707
C -1.86927 3.94625 0.84026
N -0.53197 3.34744 0.82963
C 0.41602 4.12160 0.27220
C 1.80810 3.92931 0.38715
C 2.73805 4.84656 -0.15232
C 4.08207 4.72098 0.10457
C 4.55974 3.67898 0.89771
C 3.68500 2.74277 1.41635
C 2.32438 2.85569 1.16646
O 1.43661 1.99029 1.66650
H 1.48611 0.71364 6.11990
H 0.35274 0.44400 8.30638
H -1.98721 1.18567 8.59779
H -3.16940 2.27093 6.72866
H -3.03282 3.43808 4.62463
H -1.98126 4.98871 2.72725
H -3.41906 4.00231 2.38531
H -1.86410 4.95178 0.40401
H -2.55606 3.32833 0.25062
H 0.09338 5.02064 -0.24853
H 2.37361 5.66309 -0.75242
H 4.77423 5.44514 -0.29235
H 5.61199 3.60355 1.11999
H 4.03507 1.93730 2.04302



Which of these has the highest DFT total energy? C43H53BN8O2S3W



Among the records above, which one has the highest HOMO? C43H52BaF24N4O11S2



The lowest DFT total energy belongs to which entry? C43H52BaF24N4O11S2



Number 2 is which compound? C43H53BN8O2S3W